# 1
The following is a DFT calculation (wB97M-V/def2-TZVPD) of a cluster of 2 separate species, C4H5N2O in total at a distorted geometry.

Geometry as XYZ:
```
12
Properties=species:S:1:pos:R:3
C -1.79995 0.64693 -0.02826
C 0.27346 -0.87837 -0.68277
C -0.14837 -1.31751 0.69951
C -0.69446 -0.09907 0.07899
N -2.72806 1.35831 -0.09663
N 1.28119 1.87488 0.45979
O 2.14425 1.26166 -0.24279
H 1.26907 -0.42914 -0.78753
H -0.03533 -1.45901 -1.54963
H -0.78384 -2.19903 0.79650
H 0.56117 -1.21783 1.50974
H 0.66088 2.45817 -0.15692
```

Properties
calculated total energy	-9252.5390	eV
energy relative to the best compared isomer or geometry (same formula, charge and spin)	149.83	kJ/mol
F_max	2.7	eV Å⁻¹
orbital gap (spin up / spin down)	6.364 / 6.521	eV
charge	-1
molar mass	97.10	g mol⁻¹

***

# 2
The following is a DFT calculation (wB97M-V/def2-TZVPD) of a cluster of 2 separate species, C4H5N2O3 in total at a distorted geometry.

Geometry as XYZ:
```
14
Properties=species:S:1:pos:R:3
C -2.28462 -0.15376 -0.64517
C -1.88954 2.30715 0.19502
C 1.21218 -0.76597 1.41006
C 1.86792 -1.00742 -0.82090
N -1.67366 0.77213 -0.17087
N 2.08202 -0.69727 0.57466
O -2.66046 -1.19087 -1.07527
O -0.89361 2.91191 0.41355
O -3.07267 2.49680 0.16884
H 0.26316 -1.29697 1.11374
H 1.35568 -0.29653 2.33731
H 1.76181 -0.04582 -1.33017
H 2.90553 -1.44424 -1.05566
H 1.02627 -1.58914 -1.11517
```

Properties
calculated total energy	-13352.4923	eV
energy relative to the best compared isomer or geometry (same formula, charge and spin)	0.00	kJ/mol
F_max	4.3	eV Å⁻¹
orbital gap	8.553	eV
charge	-1
molar mass	129.09	g mol⁻¹

***

# 3
The following is a DFT calculation (wB97M-V/def2-TZVPD) of the ion C4H5N2O3 with charge -1 at a distorted geometry.

Geometry as XYZ:
```
14
Properties=species:S:1:pos:R:3
C 0.96667 1.00254 1.59058
C 0.48934 0.83097 0.19110
O 1.30901 0.68967 -0.67628
N -0.79153 0.59628 0.01948
C -1.88862 1.11453 -0.37286
C -3.16643 0.49149 -0.66680
N -3.41390 -0.83523 -0.54906
O -4.38081 -1.28643 -1.23446
O -2.87111 -1.54191 0.36227
H 1.81981 0.29121 1.71896
H 0.27618 0.75787 2.26087
H 1.17045 2.04246 1.77507
H -1.92922 2.19990 -0.47378
H -3.72574 1.01857 -1.40022
```

Properties
calculated total energy	-13349.3864	eV
energy relative to the best compared isomer or geometry (same formula, charge and spin)	299.68	kJ/mol
F_max	4.4	eV Å⁻¹
orbital gap	7.830	eV
charge	-1
molar mass	129.09	g mol⁻¹
SMILES	C/C([O-])=N/C=C\[N+](=O)[O-]

***

# 4
The following is a DFT calculation (wB97M-V/def2-TZVPD) of the ion C4H5N2OS with charge +1 at a distorted geometry.

Geometry as XYZ:
```
13
Properties=species:S:1:pos:R:3
N 0.25414 0.48695 -1.45390
C 1.05840 -0.49050 -1.13539
S 0.94240 -1.47570 0.21014
C -0.68428 -0.86860 0.90576
N -0.89006 -0.45207 2.05548
C -0.07184 -0.26824 3.11222
C 1.16180 -0.72391 3.26167
O 2.21448 -1.14021 3.43837
H 0.38647 1.02988 -2.29785
H -0.52242 0.73639 -0.84933
H 1.89689 -0.70359 -1.79001
H -1.49613 -1.03113 0.21762
H -0.51105 0.28147 3.93744
```

Properties
calculated total energy	-20082.9834	eV
energy relative to the best compared isomer or geometry (same formula, charge and spin)	162.49	kJ/mol
F_max	1.3	eV Å⁻¹
orbital gap	8.090	eV
charge	+1
molar mass	129.16	g mol⁻¹
SMILES	[NH2+]=CS/C=N\C=C=O

***

# 5
The following is a DFT calculation (wB97M-V/def2-TZVPD) of an isolated molecule of C4H5N3 at a distorted geometry.

Geometry as XYZ:
```
12
Properties=species:S:1:pos:R:3
C 0.83731 -0.17475 -1.29553
N 0.28220 0.60662 -0.19164
C -0.32217 0.03794 0.93879
C -0.73043 1.15435 1.87592
N -0.88679 2.02038 2.63464
C -1.15030 -1.33412 0.39316
N -1.31885 -1.97256 -0.56326
H 1.91203 -0.00226 -1.32877
H 0.36638 0.12777 -2.23803
H 0.67014 -1.25612 -1.22481
H 0.03307 1.55993 -0.41520
H 0.26138 -0.61756 1.54575
```

Properties
calculated total energy	-8696.3302	eV
energy relative to the best compared isomer or geometry (same formula, charge and spin)	335.97	kJ/mol
F_max	2.6	eV Å⁻¹
orbital gap	10.172	eV
charge	0
molar mass	95.10	g mol⁻¹
SMILES	CNC(C#N)C#N

***

# 6
The following is a DFT calculation (wB97M-V/def2-TZVPD) of a structure of composition C4H5N3 at a distorted geometry.

Geometry as XYZ:
```
12
Properties=species:S:1:pos:R:3
C -1.59986 0.16993 -0.05769
N -0.38058 -0.50276 -0.30093
C 0.76401 -0.25041 0.39620
C 1.99503 -0.30820 -1.09913
N 2.03840 -1.10609 -1.95821
C 0.87113 0.80333 1.35102
N 0.94794 1.68348 2.08928
H -1.77358 0.20475 1.00625
H -2.50117 -0.26563 -0.48799
H -1.50393 1.18765 -0.41563
H -0.14939 -0.51780 -1.27345
H 1.29199 -1.09826 0.75030
```

Properties
calculated total energy	-8695.5154	eV
energy relative to the best compared isomer or geometry (same formula, charge and spin)	414.60	kJ/mol
F_max	3.4	eV Å⁻¹
orbital gap (spin up / spin down)	8.812 / 8.811	eV
charge	0
molar mass	95.10	g mol⁻¹

***

# 7
The following is a DFT calculation (wB97M-V/def2-TZVPD) of a structure of composition C4H5N3.

Geometry as XYZ:
```
12
Properties=species:S:1:pos:R:3
N 0.39937 0.20828 1.84128
C 0.34286 -0.72668 0.79710
C 0.52785 -0.15404 -0.59007
C -0.55071 -1.24850 -0.84811
N -0.57827 -1.59799 0.60291
C 0.09441 1.25944 1.16862
N 0.07212 1.18788 -0.24046
H 1.45045 -0.18236 -1.18190
H -1.49540 -0.80636 -1.18049
H -0.28694 -2.09913 -1.47671
H -0.33040 2.13569 1.64599
H 0.53798 1.96866 -0.68199
```

Properties
calculated total energy	-8696.6366	eV
energy relative to the best compared isomer or geometry (same formula, charge and spin)	306.41	kJ/mol
F_max	0.7	eV Å⁻¹
orbital gap	9.989	eV
charge	0
molar mass	95.10	g mol⁻¹

***

# 8
The following is a DFT calculation (wB97M-V/def2-TZVPD) of an isolated molecule of C4H5N3 at a distorted geometry.

Geometry as XYZ:
```
12
Properties=species:S:1:pos:R:3
N 2.92832 -0.94073 0.03414
C 1.75567 -0.55225 -0.02218
C 0.43782 -0.21155 0.24302
C -0.80699 -0.92472 -0.26166
N -1.85935 0.09835 -0.26162
C -1.33238 1.16070 0.20155
N 0.02704 1.10767 0.48476
H 2.06681 -0.40781 -1.10571
H -0.69276 -1.35352 -1.26426
H -1.10737 -1.75015 0.39997
H -1.87381 2.08981 0.35861
H 0.45700 1.68419 1.19340
```

Properties
calculated total energy	-8694.5703	eV
energy relative to the best compared isomer or geometry (same formula, charge and spin)	505.78	kJ/mol
F_max	1.9	eV Å⁻¹
orbital gap (spin up / spin down)	7.833 / 7.623	eV
charge	0
molar mass	95.10	g mol⁻¹

***

# 9
The following is a DFT calculation (wB97M-V/def2-TZVPD) of an isolated molecule of C4H5N3 at a distorted geometry.

Geometry as XYZ:
```
12
Properties=species:S:1:pos:R:3
C -1.45303 0.08556 0.10800
N 0.00167 0.41882 -0.09976
C 1.05815 -0.62784 0.19749
C 1.57129 -1.23368 -0.95237
N 2.02325 -1.68260 -1.93212
C 0.53645 1.35382 0.77841
N 0.84637 2.18359 1.52571
H -1.56489 -0.25528 1.13679
H -1.70538 -0.71738 -0.58800
H -2.07546 0.96707 -0.06726
H 0.12866 0.75722 -1.06155
H 0.75081 -1.20884 1.05498
```

Properties
calculated total energy	-8694.9696	eV
energy relative to the best compared isomer or geometry (same formula, charge and spin)	467.25	kJ/mol
F_max	1.6	eV Å⁻¹
orbital gap	8.008	eV
charge	0
molar mass	95.10	g mol⁻¹

***

# 10
The following is a DFT calculation (wB97M-V/def2-TZVPD) of an isolated molecule of C4H5N3 at a distorted geometry.

Geometry as XYZ:
```
12
Properties=species:S:1:pos:R:3
N 2.79808 -0.94344 0.93493
C 1.83119 -0.59282 0.40372
C 0.64874 -0.11725 -0.33219
C -0.70718 -0.98068 -0.34663
N -1.76101 -0.04465 0.02098
C -1.20819 1.06415 0.30297
N 0.16355 1.17561 0.14506
H 0.97958 0.00618 -1.37388
H -0.80513 -1.29721 -1.38183
H -0.82938 -1.88859 0.26663
H -1.76276 1.94657 0.60744
H 0.69893 1.71094 0.81380
```

Properties
calculated total energy	-8698.3387	eV
energy relative to the best compared isomer or geometry (same formula, charge and spin)	142.18	kJ/mol
F_max	1.2	eV Å⁻¹
orbital gap	10.253	eV
charge	0
molar mass	95.10	g mol⁻¹
SMILES	N#C[C@H]1CN=CN1

***

# 11
The following is a DFT calculation (wB97M-V/def2-TZVPD) of a cluster of 2 separate species, C4H5N3 in total at a distorted geometry.

Geometry as XYZ:
```
12
Properties=species:S:1:pos:R:3
C -1.68358 0.88000 0.74705
N -0.03830 -0.55131 -0.97759
C 1.03614 -0.87095 -0.38637
C 2.19676 -1.40877 -1.06755
N 3.10301 -1.83400 -1.64661
C 0.67752 1.60151 1.55055
N -0.37798 1.31195 1.12877
H -1.72405 -0.20925 0.69157
H -1.94103 1.25988 -0.24422
H -2.37974 1.24619 1.49780
H 0.00298 -0.70557 -1.98373
H 1.12826 -0.71968 0.69033
```

Properties
calculated total energy	-8696.6665	eV
energy relative to the best compared isomer or geometry (same formula, charge and spin)	303.53	kJ/mol
F_max	1.2	eV Å⁻¹
orbital gap	11.072	eV
charge	0
molar mass	95.10	g mol⁻¹

***

# 12
The following is a DFT calculation (wB97M-V/def2-TZVPD) of an isolated molecule of C4H5N3 at a distorted geometry.

Geometry as XYZ:
```
12
Properties=species:S:1:pos:R:3
H 0.34146 2.45331 1.07217
N 0.15201 1.64873 0.48356
C -1.04684 1.25722 0.59453
N -1.55326 0.28138 -0.28300
C -0.77424 -0.52597 -0.87234
C 0.57085 -1.13157 -0.53329
C 1.59755 -0.61393 0.38288
N 2.49299 -0.45347 1.09909
H -1.82310 1.73183 1.20270
H -1.20951 -1.14522 -1.66050
H 1.06268 -1.48114 -1.45014
H 0.18942 -2.02118 -0.03566
```

Properties
calculated total energy	-8697.3779	eV
energy relative to the best compared isomer or geometry (same formula, charge and spin)	234.89	kJ/mol
F_max	1.3	eV Å⁻¹
orbital gap	10.164	eV
charge	0
molar mass	95.10	g mol⁻¹
SMILES	[H]/N=C/N=C\CC#N

***

# 13
The following is a DFT calculation (wB97M-V/def2-TZVPD) of an isolated molecule of C4H5N3 at a distorted geometry.

Geometry as XYZ:
```
12
Properties=species:S:1:pos:R:3
H 0.44728 2.55484 0.88192
N 0.17786 1.80892 0.24468
C -0.94930 1.31427 0.54929
N -1.51891 0.33999 -0.28151
C -0.85296 -0.62473 -0.76651
C 0.54821 -1.18799 -0.53567
C 1.42636 -0.71703 0.53099
N 2.19691 -0.53915 1.37860
H -1.60297 1.65945 1.36382
H -1.37038 -1.20597 -1.53645
H 1.08393 -1.12712 -1.49267
H 0.45898 -2.26958 -0.34553
```

Properties
calculated total energy	-8697.7273	eV
energy relative to the best compared isomer or geometry (same formula, charge and spin)	201.18	kJ/mol
F_max	1.5	eV Å⁻¹
orbital gap	10.480	eV
charge	0
molar mass	95.10	g mol⁻¹
SMILES	[H]/N=C/N=C\CC#N

***

# 14
The following is a DFT calculation (wB97M-V/def2-TZVPD) of an isolated molecule of C4H5N3 at a distorted geometry.

Geometry as XYZ:
```
12
Properties=species:S:1:pos:R:3
C -0.90670 -1.26225 -0.37348
C -1.28813 -0.40056 0.65591
N -0.71556 0.85306 1.07326
N 0.71737 1.08543 1.06559
C 1.38040 0.61203 0.02586
N 1.01035 -0.05575 -1.17644
C -0.00776 -0.76441 -1.47038
H -1.49047 -2.08423 -0.45534
H -1.99656 -0.79795 1.53430
H -1.20520 1.13112 1.88729
H 2.40459 0.60325 -0.17094
H 0.13560 -1.14021 -2.55966
```

Properties
calculated total energy	-8695.3073	eV
energy relative to the best compared isomer or geometry (same formula, charge and spin)	434.67	kJ/mol
F_max	5.0	eV Å⁻¹
orbital gap	7.918	eV
charge	0
molar mass	95.11	g mol⁻¹
SMILES	C1=CNN=CN=C1

***

# 15
The following is a DFT calculation (wB97M-V/def2-TZVPD) of a structure of composition C4H5N3O at a distorted geometry.

Geometry as XYZ:
```
13
Properties=species:S:1:pos:R:3
C -1.35812 -0.28018 -1.52118
C -0.95651 -0.11305 -0.04780
C 0.53403 1.07023 0.65072
C 0.56870 -0.32457 0.30726
H -1.44276 -1.33837 -1.77057
H -0.53556 0.05735 -2.15866
H -2.21905 0.36468 -1.65548
H -1.66412 -0.49502 0.71202
H 2.15525 -1.56316 1.11640
N 1.59055 1.48547 1.36142
N 2.33223 0.42908 1.58945
N 1.66769 -0.68441 1.17155
O -0.67234 1.39195 0.24486
```

Properties
calculated total energy	-10742.4201	eV
energy relative to the best compared isomer or geometry (same formula, charge and spin)	501.20	kJ/mol
F_max	5.3	eV Å⁻¹
orbital gap	9.176	eV
charge	0
molar mass	111.10	g mol⁻¹

***

# 16
The following is a DFT calculation (wB97M-V/def2-TZVPD) of an isolated molecule of C4H5N3O at a distorted geometry.

Geometry as XYZ:
```
13
Properties=species:S:1:pos:R:3
H -1.76243 -0.56434 2.98829
N -1.53115 0.17804 2.12306
C -0.90920 -0.49609 1.24621
N -0.36062 0.23751 0.05802
N -0.15824 1.59021 0.32350
C 0.66290 1.97795 -0.52540
O 1.16401 0.94838 -1.32635
C 0.47972 -0.10726 -0.93020
C 0.69519 -1.38505 -1.36856
H -0.46035 -1.69953 1.28215
H 0.92904 3.05482 -0.62305
H -0.18786 -2.03607 -1.13055
H 1.43898 -1.69858 -2.11712
```

Properties
calculated total energy	-10743.1883	eV
energy relative to the best compared isomer or geometry (same formula, charge and spin)	427.08	kJ/mol
F_max	5.4	eV Å⁻¹
orbital gap	8.733	eV
charge	0
molar mass	111.10	g mol⁻¹
SMILES	[H]/N=C/N1N=COC1=C

***

# 17
The following is a DFT calculation (wB97M-V/def2-TZVPD) of a structure of composition C4H5N3O at a distorted geometry.

Geometry as XYZ:
```
13
Properties=species:S:1:pos:R:3
C -0.31988 0.39561 1.72451
C -0.70323 0.74740 0.54925
C 0.72258 -0.89177 0.35456
C 0.10818 -0.51504 -2.60032
H -0.09743 2.05517 2.98147
H -1.33257 1.73317 0.39441
H 1.32731 -1.59021 0.00007
H 0.06236 -0.21040 -3.59081
H 0.13014 -1.90348 -2.44963
N -0.08731 -0.18265 -0.36818
N 0.35991 -0.79381 1.68206
N 0.09662 0.35013 -1.69108
O -0.26669 0.80590 3.01370
```

Properties
calculated total energy	-10740.8462	eV
energy relative to the best compared isomer or geometry (same formula, charge and spin)	653.06	kJ/mol
F_max	7.4	eV Å⁻¹
orbital gap	9.172	eV
charge	0
molar mass	111.10	g mol⁻¹

***

# 18
The following is a DFT calculation (wB97M-V/def2-TZVPD) of a structure of composition C4H5N3O at a distorted geometry.

Geometry as XYZ:
```
13
Properties=species:S:1:pos:R:3
C -0.04233 0.74564 -0.84316
C -0.43694 -0.42776 0.95154
C -0.19596 -0.51683 2.36009
C -0.43711 -1.32005 -0.17341
H 0.81433 2.38396 -1.36662
H 1.80280 1.30461 -2.10981
H 0.14470 0.54332 2.72387
H -0.72379 -2.37601 -0.19259
H -0.78195 -0.69464 -2.01609
N 0.54513 1.55336 -1.86375
N 0.08283 0.86025 0.43386
N -0.38575 -0.55262 -1.19015
O -0.38597 -1.50322 3.28621
```

Properties
calculated total energy	-10743.3910	eV
energy relative to the best compared isomer or geometry (same formula, charge and spin)	407.52	kJ/mol
F_max	8.0	eV Å⁻¹
orbital gap	8.948	eV
charge	0
molar mass	111.10	g mol⁻¹

***

# 19
The following is a DFT calculation (wB97M-V/def2-TZVPD) of a structure of composition C4H5N3O at a distorted geometry.

Geometry as XYZ:
```
13
Properties=species:S:1:pos:R:3
C 0.90286 -0.13485 -0.00885
C 1.35028 1.13217 -0.10029
C -0.48541 0.10833 -0.04803
C -1.64190 -0.65063 -0.05166
H 1.45997 -1.97890 1.30684
H 2.54089 -1.22913 -0.81966
H 2.37844 1.64116 -0.37837
H -1.81616 -1.80984 -0.28122
H -2.70241 0.93859 0.03189
N 1.42250 -1.33513 0.09784
N 0.24880 2.01894 0.04329
N -0.93171 1.40894 0.26909
O -2.72614 -0.10963 -0.06087
```

Properties
calculated total energy	-10739.0805	eV
energy relative to the best compared isomer or geometry (same formula, charge and spin)	823.43	kJ/mol
F_max	7.9	eV Å⁻¹
orbital gap	8.200	eV
charge	0
molar mass	111.10	g mol⁻¹

***

# 20
The following is a DFT calculation (wB97M-V/def2-TZVPD) of an isolated molecule of C4H5N3O at a distorted geometry.

Geometry as XYZ:
```
13
Properties=species:S:1:pos:R:3
C -2.23250 -0.35022 0.38786
C -2.01712 0.27055 -0.86136
C 0.00128 -0.33190 0.61849
C 2.32464 -0.42561 1.19654
N -1.13047 -0.61559 1.06014
N 1.23223 -0.19592 0.57688
N -0.76381 0.46666 -1.09576
O -0.33534 1.03961 -2.27807
H -3.18568 -0.61320 0.80205
H -2.81906 0.53988 -1.53093
H 3.24138 -0.08126 0.74375
H 2.36876 -0.93912 2.14741
H 0.62480 1.12326 -2.17030
```

Properties
calculated total energy	-10741.9433	eV
energy relative to the best compared isomer or geometry (same formula, charge and spin)	547.21	kJ/mol
F_max	1.5	eV Å⁻¹
orbital gap	7.199	eV
charge	0
molar mass	111.10	g mol⁻¹